This record from OMol25 describes a cluster of 17 separate species, C64H115F3N6O32S10 in total. The level of theory is the ωB97M-V functional and the def2-TZVPD basis.

Each atom is followed by the atoms it is bonded to, with distances in Å.
Positions of all 230 atoms, in Å:
1 C 18.75785 12.93110 16.67417  C2 1.496, H10 1.042, H11 1.103, H12 1.107
2 C 19.46593 13.52739 17.84931  C1 1.496, O3 1.519, H13 1.092, H14 1.083
3 O 19.01697 12.80744 19.10880  C2 1.519, C4 1.334
4 C 19.53292 11.65456 19.53926  O3 1.334, O5 1.185, C6 1.580
5 O 20.39996 11.03773 19.01772  C4 1.185
6 C 18.73172 11.16247 20.80913  C4 1.580, F7 1.322, F8 1.297, F9 1.335
7 F 17.44778 11.03032 20.52476  C6 1.322
8 F 19.14826 9.97406 21.12011  C6 1.297
9 F 18.89264 11.93771 21.88344  C6 1.335
10 H 19.10845 13.35642 15.79019  C1 1.042
11 H 17.67093 13.11936 16.67762  C1 1.103
12 H 18.99377 11.85297 16.59209  C1 1.107
13 H 19.28699 14.59338 18.00136  C2 1.092
14 H 20.53387 13.34522 17.84767  C2 1.083
15 O 12.15078 19.81621 20.39558  S16 1.456
16 S 12.94958 20.83821 19.73435  O15 1.456, O17 1.417, O18 1.596, C21 1.754
17 O 13.88440 20.53655 18.71322  S16 1.417
18 O 11.90827 21.83398 19.04729  S16 1.596, C19 1.445
19 C 10.76208 22.36775 19.74650  O18 1.445, C20 1.541, H22 1.055, H23 1.075
20 C 10.23586 23.50519 18.84922  C19 1.541, H24 1.103, H25 1.100, H26 1.089
21 C 13.80757 21.74552 20.96637  S16 1.754, H27 1.082, H28 1.076, H29 1.096
22 H 11.11902 22.78655 20.64615  C19 1.055
23 H 10.07344 21.55738 19.90455  C19 1.075
24 H 10.05198 23.12273 17.83146  C20 1.103
25 H 10.94986 24.34133 18.84676  C20 1.100
26 H 9.25450 23.76902 19.23932  C20 1.089
27 H 13.06582 22.26576 21.55798  C21 1.082
28 H 14.34933 22.55723 20.51222  C21 1.076
29 H 14.42861 20.99412 21.46788  C21 1.096
30 O 17.20963 19.39967 13.89241  S31 1.468
31 S 17.14078 19.08359 12.46027  O30 1.468, O32 1.432, O33 1.631, C36 1.820
32 O 17.84055 17.93622 11.96541  S31 1.432
33 O 15.61336 18.74881 11.99778  S31 1.631, C34 1.435
34 C 14.59262 19.71022 12.30431  O33 1.435, C35 1.547, H37 1.081, H38 1.118
35 C 14.17140 20.24477 10.91473  C34 1.547, H39 1.110, H40 1.102, H41 1.124
36 C 17.60179 20.51976 11.44236  S31 1.820, H42 1.091, H43 1.086, H44 1.099
37 H 15.04666 20.46008 12.93621  C34 1.081
38 H 13.65031 19.29665 12.74036  C34 1.118
39 H 13.87110 19.35188 10.32830  C35 1.110
40 H 15.00132 20.82083 10.47439  C35 1.102
41 H 13.36788 21.02231 11.02588  C35 1.124
42 H 17.21355 20.26165 10.45615  C36 1.091
43 H 18.66285 20.73958 11.37058  C36 1.086
44 H 16.99889 21.30735 11.91678  C36 1.099
45 O 13.82162 16.28132 22.04385  S46 1.450
46 S 14.72260 17.25881 21.46550  O45 1.450, O47 1.429, O48 1.590, C51 1.821
47 O 14.78014 18.61302 21.91691  S46 1.429
48 O 16.20649 16.72763 21.67570  S46 1.590, C49 1.421
49 C 16.47569 15.36087 21.39739  O48 1.421, C50 1.492, H52 1.088, H53 1.072
50 C 17.93020 15.13856 21.64612  C49 1.492, H54 1.070, H55 1.088, H56 1.078
51 C 14.39218 17.21113 19.67515  S46 1.821, H57 1.068, H58 1.066, H59 1.105
52 H 16.26733 15.28370 20.33227  C49 1.088
53 H 15.75714 14.73362 21.88663  C49 1.072
54 H 18.17701 14.14987 21.32025  C50 1.070
55 H 18.12192 15.05572 22.71375  C50 1.088
56 H 18.52562 15.86794 21.12064  C50 1.078
57 H 13.38701 16.90452 19.48289  C51 1.068
58 H 14.98998 16.42622 19.27166  C51 1.066
59 H 14.67128 18.16977 19.20168  C51 1.105
60 O 20.96998 19.81118 11.60176  S61 1.470
61 S 21.62012 19.02361 12.65967  O60 1.470, O62 1.461, O63 1.556, C66 1.835
62 O 22.91796 18.41291 12.37989  S61 1.461
63 O 21.76386 19.92945 13.91629  S61 1.556, C64 1.451
64 C 22.46861 19.39333 15.06545  O63 1.451, C65 1.499, H67 1.099, H68 1.090
65 C 21.52262 19.05595 16.17842  C64 1.499, H69 1.101, H70 1.093, H71 1.088
66 C 20.44496 17.73994 13.24047  S61 1.835, H72 1.091, H73 1.078, H74 1.074
67 H 23.15098 20.16776 15.44263  C64 1.099
68 H 23.04888 18.51563 14.77927  C64 1.090
69 H 22.12107 18.72527 17.04086  C65 1.101
70 H 20.84521 18.25376 15.87552  C65 1.093
71 H 21.08326 20.02443 16.40579  C65 1.088
72 H 21.05176 17.34200 14.05494  C66 1.091
73 H 20.22774 16.99156 12.49509  C66 1.078
74 H 19.54648 18.20838 13.59658  C66 1.074
75 O 23.30366 15.69252 14.68506  S76 1.459
76 S 22.36202 14.71055 15.21272  O75 1.459, O77 1.472, O78 1.676, C81 1.792
77 O 21.10353 15.12232 15.85580  S76 1.472
78 O 21.90790 13.60456 14.03885  S76 1.676, C79 1.484
79 C 21.44250 14.22124 12.77199  O78 1.484, C80 1.541, H82 1.093, H83 1.100
80 C 22.55810 14.81019 11.88611  C79 1.541, H84 1.075, H85 1.097, H86 1.147
81 C 23.23223 13.54990 16.26441  S76 1.792, H87 1.087, H88 1.114, H89 1.127
82 H 20.74561 14.98666 13.12423  C79 1.093
83 H 20.86723 13.44355 12.24826  C79 1.100
84 H 23.44112 14.21106 12.01786  C80 1.075
85 H 22.84176 15.85148 12.08229  C80 1.097
86 H 22.29268 14.56247 10.79763  C80 1.147
87 H 22.55645 12.72931 16.49161  C81 1.087
88 H 23.36440 14.11997 17.21206  C81 1.114
89 H 24.20405 13.25065 15.77930  C81 1.127
90 O 15.52965 14.24973 14.81516  S91 1.449
91 S 14.92270 13.02218 14.34112  O90 1.449, O92 1.449, O93 1.598, C96 1.838
92 O 14.93652 12.82436 12.90537  S91 1.449
93 O 15.65628 11.73909 14.94761  S91 1.598, C94 1.544
94 C 16.68964 11.04554 14.03396  O93 1.544, C95 1.486, H97 1.062, H98 1.071
95 C 17.24951 9.96349 14.88411  C94 1.486, H99 1.057, H100 1.090, H101 1.112
96 C 13.16401 12.79768 14.82626  S91 1.838, H102 1.099, H103 1.100, H104 1.094
97 H 17.41612 11.74133 13.69342  C94 1.062
98 H 16.06276 10.72566 13.22712  C94 1.071
99 H 17.95321 10.29104 15.60162  C95 1.057
100 H 17.70519 9.37058 14.09115  C95 1.090
101 H 16.41661 9.41447 15.37527  C95 1.112
102 H 13.02567 11.73742 14.57119  C96 1.099
103 H 12.64315 13.31217 14.00487  C96 1.100
104 H 12.86359 13.07823 15.84063  C96 1.094
105 O 18.67964 17.30615 17.65426  S106 1.438
106 S 17.54535 16.70518 17.00531  O105 1.438, O107 1.423, O108 1.614, C111 1.846
107 O 16.77548 15.68740 17.63518  S106 1.423
108 O 16.59408 17.95642 16.63976  S106 1.614, C109 1.469
109 C 15.27943 17.74933 16.01879  O108 1.469, C110 1.549, H112 1.132, H113 1.111
110 C 14.53659 19.10383 15.91157  C109 1.549, H114 1.111, H115 1.095, H116 1.052
111 C 17.91846 16.12077 15.29395  S106 1.846, H117 1.093, H118 1.098, H119 1.103
112 H 14.68686 17.07303 16.70580  C109 1.132
113 H 15.36491 17.26636 15.02231  C109 1.111
114 H 14.69163 19.75109 16.80143  C110 1.111
115 H 13.46142 18.91514 15.82651  C110 1.095
116 H 14.87314 19.54868 15.01949  C110 1.052
117 H 17.09929 15.50104 14.91958  C111 1.093
118 H 18.88142 15.59576 15.33597  C111 1.098
119 H 17.97916 16.99736 14.62805  C111 1.103
120 O 13.29197 21.95231 13.98393  S121 1.427
121 S 11.87040 21.93772 14.11101  O120 1.427, O122 1.423, O123 1.565, C126 1.727
122 O 11.11734 23.01795 13.57274  S121 1.423
123 O 11.45730 20.55023 13.51729  S121 1.565, C124 1.461
124 C 10.14622 20.43165 12.88405  O123 1.461, C125 1.544, H127 1.095, H128 1.079
125 C 10.38013 20.52637 11.36094  C124 1.544, H129 1.088, H130 1.070, H131 1.071
126 C 11.44032 21.81586 15.77916  S121 1.727, H132 1.099, H133 1.090, H134 1.120
127 H 9.42535 21.10323 13.36245  C124 1.095
128 H 9.88877 19.39791 13.05690  C124 1.079
129 H 11.13272 21.27188 11.11303  C125 1.088
130 H 9.43831 20.82125 10.94784  C125 1.070
131 H 10.58861 19.52273 11.05126  C125 1.071
132 H 11.88197 22.67712 16.30055  C126 1.099
133 H 11.75800 20.84113 16.14940  C126 1.090
134 H 10.32582 21.86547 15.87915  C126 1.120
135 O 13.85251 23.35500 18.20057  S136 1.451
136 S 15.05727 23.94768 17.65021  O135 1.451, O137 1.456, O138 1.632, C141 1.831
137 O 15.09429 25.37334 17.35562  S136 1.456
138 O 16.21212 23.66583 18.76826  S136 1.632, C139 1.503
139 C 17.49379 24.42795 18.58241  O138 1.503, C140 1.436, H142 1.088, H143 1.103
140 C 17.79950 25.21850 19.74108  C139 1.436, H144 1.099, H145 1.093, H146 1.089
141 C 15.59450 22.89528 16.25208  S136 1.831, H147 1.093, H148 1.093, H149 1.099
142 H 17.40353 25.05997 17.70182  C139 1.088
143 H 18.27657 23.66567 18.43045  C139 1.103
144 H 17.97855 24.55190 20.59584  C140 1.099
145 H 17.02579 25.96193 19.95065  C140 1.093
146 H 18.74955 25.70059 19.51673  C140 1.089
147 H 14.88999 22.88212 15.41683  C141 1.093
148 H 15.61180 21.90059 16.70387  C141 1.093
149 H 16.57048 23.08649 15.78386  C141 1.099
150 O 11.44090 17.73611 12.60002  S151 1.435
151 S 11.66936 16.34524 12.32889  O150 1.435, O152 1.417, O153 1.670, C156 1.882
152 O 10.88205 15.30387 12.87938  S151 1.417
153 O 11.76404 16.07352 10.68381  S151 1.670, C154 1.496
154 C 12.75235 16.81431 9.83893  O153 1.496, C155 1.489, H157 1.067, H158 1.091
155 C 12.04253 17.05883 8.55327  C154 1.489, H159 1.073, H160 1.068, H161 1.066
156 C 13.44890 15.96924 12.81258  S151 1.882, H162 1.108, H163 1.089, H164 1.081
157 H 13.53796 16.12208 9.63212  C154 1.067
158 H 13.18588 17.68448 10.33334  C154 1.091
159 H 11.18833 17.70810 8.53252  C155 1.073
160 H 11.77723 16.08606 8.20231  C155 1.068
161 H 12.71843 17.45932 7.83218  C155 1.066
162 H 14.02538 16.72523 12.24425  C156 1.108
163 H 13.71622 14.96747 12.47985  C156 1.089
164 H 13.53874 16.14304 13.87606  C156 1.081
165 N 13.94515 11.17757 17.80540  C166 1.334, C170 1.327
166 C 12.85994 11.50790 18.50646  N165 1.334, C167 1.371, H171 1.060
167 C 12.82190 12.58791 19.35077  C166 1.371, C168 1.377, H172 1.073
168 C 13.90726 13.41968 19.51200  C167 1.377, C169 1.411, H173 1.089
169 C 15.04788 13.16140 18.72301  C168 1.411, C170 1.415, H174 1.086
170 C 14.98569 11.99143 17.92952  N165 1.327, C169 1.415, H175 1.057
171 H 12.09708 10.77243 18.50707  C166 1.060
172 H 11.91162 12.72084 19.90255  C167 1.073
173 H 13.86155 14.29428 20.15977  C168 1.089
174 H 15.94566 13.76002 18.84610  C169 1.086
175 H 15.87092 11.60970 17.49495  C170 1.057
176 N 21.82530 15.31110 19.71869  C177 1.338, C181 1.340
177 C 21.05855 16.27583 19.19669  N176 1.338, C178 1.386, H182 1.094
178 C 20.48485 17.25528 19.99227  C177 1.386, C179 1.403, H183 1.119
179 C 20.59097 17.13843 21.38658  C178 1.403, C180 1.361, H184 1.094
180 C 21.36641 16.16341 21.93391  C179 1.361, C181 1.369, H185 1.065
181 C 21.93860 15.28388 21.05405  N176 1.340, C180 1.369, H186 1.065
182 H 21.07794 16.36755 18.10681  C177 1.094
183 H 19.96398 18.14127 19.55041  C178 1.119
184 H 20.05497 17.88227 21.98408  C179 1.094
185 H 21.73431 16.21566 22.93237  C180 1.065
186 H 22.56237 14.50473 21.42522  C181 1.065
187 N 19.46683 21.31652 18.61002  C188 1.331, C192 1.314
188 C 19.49932 21.77179 19.86080  N187 1.331, C189 1.419, H193 1.076
189 C 18.60744 21.39335 20.89771  C188 1.419, C190 1.402, H194 1.090
190 C 17.59611 20.48833 20.54594  C189 1.402, C191 1.373, H195 1.089
191 C 17.51384 20.05883 19.24466  C190 1.373, C192 1.421, H196 1.138
192 C 18.51029 20.46412 18.31664  N187 1.314, C191 1.421, H197 1.067
193 H 20.19433 22.58580 19.96668  C188 1.076
194 H 18.68202 21.82470 21.89550  C189 1.090
195 H 16.81658 20.08848 21.19345  C190 1.089
196 H 16.72460 19.29132 18.95462  C191 1.138
197 H 18.55502 20.13224 17.30323  C192 1.067
198 N 18.18096 14.66906 11.22740  C199 1.320, C203 1.324
199 C 17.60315 13.52353 10.91496  N198 1.320, C200 1.418, H204 1.059
200 C 18.02357 12.71704 9.82656  C199 1.418, C201 1.387, H205 1.078
201 C 19.16844 13.11409 9.15117  C200 1.387, C202 1.386, H206 1.080
202 C 19.69664 14.37227 9.39216  C201 1.386, C203 1.393, H207 1.088
203 C 19.12052 15.12447 10.41334  N198 1.324, C202 1.393, H208 1.069
204 H 16.81148 13.18049 11.52904  C199 1.059
205 H 17.63747 11.72290 9.67257  C200 1.078
206 H 19.65576 12.42080 8.48179  C201 1.080
207 H 20.38197 14.80181 8.66495  C202 1.088
208 H 19.48367 16.11826 10.56842  C203 1.069
209 N 25.11682 20.40579 18.50737  C210 1.340, C214 1.328
210 C 24.97030 21.25888 17.48407  N209 1.340, C211 1.364, H215 1.066
211 C 23.84834 21.91861 17.07765  C210 1.364, C212 1.394, H216 1.106
212 C 22.71599 21.74228 17.87184  C211 1.394, C213 1.390, H217 1.090
213 C 22.78389 20.86064 18.94411  C212 1.390, C214 1.416, H218 1.100
214 C 24.02276 20.24225 19.24154  N209 1.328, C213 1.416, H219 1.086
215 H 25.88784 21.29778 16.94199  C210 1.066
216 H 23.80806 22.60990 16.21563  C211 1.106
217 H 21.74548 22.18938 17.65854  C212 1.090
218 H 21.96598 20.60767 19.63419  C213 1.100
219 H 24.02548 19.53008 20.06076  C214 1.086
220 N 11.06143 18.18216 16.60865  C221 1.363, C225 1.314
221 C 10.86712 18.32906 17.94984  N220 1.363, C222 1.397, H226 1.094
222 C 10.77633 17.29399 18.88382  C221 1.397, C223 1.381, H227 1.097
223 C 10.89537 16.00738 18.39651  C222 1.381, C224 1.383, H228 1.113
224 C 11.10873 15.77817 17.04991  C223 1.383, C225 1.418, H229 1.070
225 C 11.20532 16.93147 16.23088  N220 1.314, C224 1.418, H230 1.072
226 H 10.76095 19.37794 18.24175  C221 1.094
227 H 10.59961 17.59545 19.92344  C222 1.097
228 H 10.83868 15.14657 19.09966  C223 1.113
229 H 11.43438 14.85568 16.61739  C224 1.070
230 H 11.44718 16.78482 15.19736  C225 1.072

Max |F|: 4.28 eV/A
HOMO: -9.49 eV